{"formula": "C4H7NO2", "method": "ωB97M-V/def2-TZVPD", "species": ["C", "C", "C", "O", "C", "O", "N", "H", "H", "H", "H", "H", "H", "H"], "positions_angstrom": [[0.675, 1.531, -0.537], [-0.018, 0.287, -0.058], [-1.385, 0.317, 0.474], [-1.131, -0.146, -0.847], [0.876, -0.862, 0.430], [1.932, -0.631, 0.986], [0.207, -2.033, 0.185], [-0.071, 2.274, -0.833], [1.307, 1.937, 0.255], [1.307, 1.308, -1.402], [-1.687, -0.449, 1.190], [-1.928, 1.257, 0.517], [0.400, -2.995, 0.015], [-0.612, -1.851, -0.377]], "forces_ev_per_angstrom": [[0.016, 0.032, 0.027], [0.141, 0.179, 0.036], [-0.186, 0.165, 0.239], [-0.137, 0.192, -0.196], [-0.058, -0.071, -0.041], [-0.520, -0.622, -0.424], [-0.828, 0.196, -0.474], [0.119, -0.101, 0.068], [-0.050, -0.046, -0.087], [-0.071, 0.001, 0.141], [0.019, 0.149, -0.158], [0.093, -0.019, 0.077], [1.598, -0.373, 0.790], [-0.136, 0.318, 0.001]], "homo_lumo_gap_ev": 10.77, "lumo_ev": 0.879, "homo_energy_ev": -9.89, "smiles": "C[C@@]1(C(N)=O)CO1", "relative_energy_kcal_mol": 37.28}